Record 1
Here is a structure of composition C38H20AsF4N7OSTa from OMol25. Energies are from ωB97M-V with the def2-TZVPD basis set.

```
73
Properties=species:S:1:pos:R:3
Ta -0.558 -0.279 0.102
As 0.079 0.370 2.586
S -2.698 -1.105 0.621
F -0.031 -1.253 -5.800
F -0.789 -0.234 -3.494
F -1.668 2.616 -8.017
F -2.368 3.641 -5.707
O 1.210 -0.301 -0.528
N -3.292 -3.578 1.376
N 0.822 -2.137 -8.524
N -0.186 -2.388 0.229
N -0.807 1.223 -10.551
N -1.354 1.240 -1.034
N -3.272 4.475 -2.827
N -1.128 -3.306 0.688
C -0.415 0.110 -8.262
C -1.582 -2.500 5.188
C 4.451 -2.762 -1.226
C -1.439 1.925 -6.937
C 2.303 -1.070 -0.780
C -0.732 -1.975 4.223
C 4.563 -1.386 -1.432
C -0.904 -0.651 3.856
C -2.833 2.551 4.298
C -0.575 -0.062 -5.800
C -0.888 3.176 2.376
C -1.944 1.565 3.896
C -2.750 3.826 3.752
C 2.709 -0.672 2.760
C -2.296 -2.822 0.919
C -0.978 1.909 2.938
C 3.490 -0.528 -1.210
C -1.787 4.144 2.799
C 4.679 0.627 3.216
C 0.943 -3.004 -0.078
C 3.919 1.787 3.286
C 0.254 -1.147 -8.391
C 4.079 -0.600 2.958
C -0.792 0.635 -7.050
C -2.741 -0.378 5.356
C 2.544 1.733 3.097
C -1.943 2.308 -3.269
C -1.569 1.760 -4.519
C -2.668 3.531 -3.079
C -1.596 1.711 -2.081
C 1.959 0.500 2.838
C -0.948 0.483 -4.621
C -0.640 0.763 -9.510
C -2.577 -1.703 5.744
C -1.802 2.452 -5.737
C 2.157 -2.445 -0.556
C 3.255 -3.291 -0.790
C -1.899 0.171 4.399
H 0.910 -4.079 0.080
H -3.445 4.588 4.079
H -4.218 -3.210 1.516
H -1.461 -3.524 5.513
H 5.747 0.677 3.379
H 1.945 2.631 3.180
H 2.236 -1.632 2.581
H -3.588 2.339 5.043
H 0.051 -2.587 3.793
H 3.150 -4.356 -0.622
H -3.231 -2.117 6.500
H 4.677 -1.502 2.929
H 5.300 -3.406 -1.409
H -3.517 0.221 5.814
H 4.393 2.734 3.504
H -3.136 -4.564 1.525
H -0.127 3.418 1.644
H 5.503 -0.971 -1.772
H 3.579 0.539 -1.361
H -1.734 5.145 2.393
```

The HOMO energy comes out at -15.95 eV. As for the charge: +3. Its multiplicity is 1. Its energy is -5008.02230 Eh. The calculation puts the relative energy (zero: lowest compared OMol25 entry of this formula, charge and spin) at 0.0 kJ/mol. The value obtained for the molar mass is 954.6 g mol⁻¹.

=====

Record 2
Here is a structure of composition C38H22Cl5F12N4O3Zr from OMol25. Energies are from ωB97M-V with the def2-TZVPD basis set.

```
85
Properties=species:S:1:pos:R:3
Zr 0.865 0.808 1.891
Cl 0.632 1.614 5.528
Cl 6.009 3.567 3.058
Cl 5.612 3.613 6.157
Cl 3.668 2.542 1.221
Cl 2.917 2.650 7.393
F -0.918 4.057 -1.085
F 1.915 -1.561 4.369
F -1.406 2.154 2.871
F -3.238 2.824 1.937
F -1.239 4.600 0.984
F -2.227 -1.618 4.007
F -2.908 4.064 -0.257
F -2.658 0.758 1.814
F -2.110 -2.330 1.978
F 0.068 -1.892 5.439
F 1.061 -3.534 4.455
F -1.589 -3.639 3.625
O -0.003 2.322 0.803
O -0.128 -0.485 3.060
O 2.248 -0.594 1.685
N -3.844 2.926 -7.392
N 2.073 1.011 -1.105
N 1.006 1.111 -3.041
N -0.056 -0.432 0.343
C 4.526 3.023 3.750
C -0.652 0.521 -4.705
C 2.276 2.095 3.455
C -1.132 -0.121 -0.457
C 3.041 -2.647 0.790
C 1.239 1.700 -1.828
C 0.497 -2.623 -0.794
C -0.037 -1.861 3.048
C 4.349 3.040 5.132
C 0.549 -3.956 -0.732
C 0.517 -4.657 0.542
C 2.446 -0.059 -1.888
C -2.635 1.484 -1.536
C 2.141 2.142 4.836
C -1.983 2.237 -5.735
C -3.208 0.526 -2.359
C 0.010 1.490 -3.958
C -1.638 0.894 -5.597
C -1.629 3.757 0.021
C 3.146 2.602 5.684
C -1.506 -2.369 3.173
C 0.537 -1.747 0.388
C 1.788 -0.029 -3.076
C 0.511 -3.972 1.693
C -2.190 2.007 1.774
C -4.259 0.897 -3.370
C -1.334 2.291 0.465
C 0.622 -2.495 1.795
C -3.016 2.621 -6.655
C -1.334 3.202 -4.968
C -1.850 -1.092 -1.195
C 1.846 -1.816 1.187
C -1.668 1.211 -0.573
C 0.433 -6.157 0.514
C -0.334 2.832 -4.091
C -2.830 -0.785 -2.117
C 3.481 2.557 2.959
C 0.758 -2.225 4.339
H 3.821 -1.961 0.461
H -3.905 1.667 -4.059
H -1.611 4.243 -5.069
H -1.652 -2.134 -1.007
H 0.712 2.577 -1.499
H -3.004 2.493 -1.643
H 1.820 -0.673 -3.936
H 3.411 -3.197 1.658
H 0.332 -6.566 1.519
H -0.424 -0.524 -4.550
H -3.318 -1.597 -2.648
H 2.830 -3.359 -0.003
H -0.422 -6.488 -0.081
H -5.159 1.287 -2.887
H 0.461 -2.118 -1.750
H 0.378 -4.530 2.608
H 0.182 3.581 -3.507
H -4.553 0.030 -3.963
H 3.145 -0.798 -1.532
H 0.564 -4.540 -1.647
H 1.329 -6.589 0.059
H -2.163 0.144 -6.173
```

The HOMO energy comes out at -4.80 eV. As for the charge: -1. Its multiplicity is 1. Its energy is -5452.71274 Eh. The calculation puts the relative energy (zero: lowest compared OMol25 entry of this formula, charge and spin) at 177.3 kJ/mol. The value obtained for the molar mass is 1079.1 g mol⁻¹.